Record 1
C17H18HfN4O2S | ωB97M-V/def2-TZVPD

Cartesian coordinates (Å):
N 0.15872 1.98439 -0.62581
C 0.15497 3.12196 -0.36196
C 0.20968 4.53330 -0.15003
H -0.81171 4.95950 -0.16955
H 0.80119 5.00409 -0.96016
H 0.68122 4.74445 0.82741
N 1.56798 -1.01861 -0.87048
C 2.54714 -1.65834 -0.82428
C 3.74358 -2.44271 -0.84611
H 4.46249 -2.02891 -1.58105
H 3.51465 -3.48169 -1.15366
H 4.21431 -2.45116 0.15432
N -1.74905 -0.94812 -0.62590
C -2.79302 -1.40319 -0.36159
C -4.06281 -2.01746 -0.14610
H -3.96695 -2.80293 0.62573
H -4.41896 -2.47368 -1.09108
H -4.80012 -1.26100 0.18193
Hf -0.12140 0.07995 -1.50656
C 0.06105 -1.87667 1.60061
O 0.10001 -2.58876 2.50003
C 1.74874 0.71174 1.59999
O 2.39066 0.96978 2.51206
C 0.44876 1.38044 -3.36261
C -0.94261 1.44495 -3.18919
C -1.70355 0.26976 -3.18924
C -1.07433 -0.97338 -3.36260
C 0.32213 -1.04356 -3.45509
C 1.08500 0.13533 -3.45544
H 1.03599 2.29718 -3.42964
H -1.44954 2.40998 -3.09891
H -2.79140 0.33723 -3.09958
H -1.67003 -1.88452 -3.42864
H 0.80524 -2.01475 -3.56867
H 2.16887 0.09287 -3.56872
S -3.44273 2.23125 2.33938
C -2.38014 1.54666 3.54780
C -1.33364 0.87032 2.93551
N -1.38869 0.90650 1.56498
C -2.42497 1.57714 1.09963
H -2.53376 1.64666 4.61476
H -0.53175 0.35156 3.46525
H -2.63398 1.71424 0.03714

The calculation puts the HOMO-LUMO gap at 4.0 eV. The value obtained for the energy above the lowest of the compared OMol25 structures with the same formula, charge and spin is 111.36 kJ/mol. As for the net charge: +4. As for the HOMO energy: -20.1 eV.

Record 2
C7H18F5I2IrO2P2Te | ωB97M-V/def2-TZVPD

Cartesian coordinates (Å):
I -2.57144 0.03182 -3.14995
I -0.05487 -0.06412 -3.86702
Ir 0.04660 0.39422 1.11776
P 0.09812 -2.84569 0.08474
C -0.20664 -3.95097 1.45175
C -1.01998 -3.17685 -1.22089
H -1.00312 -4.26807 -1.20093
H 1.87179 -4.08612 -0.92360
H -0.65932 -2.76179 -2.15919
H 1.99640 -2.31119 -1.22434
H -1.10452 -3.69853 2.04117
H -2.00694 -2.77667 -1.01152
C 1.77897 -3.08721 -0.47459
H -0.32775 -4.95118 1.01598
H 2.46096 -2.98946 0.38494
H 0.68052 -3.91744 2.10030
P 0.02205 2.31900 0.23346
C -0.07012 3.53068 1.57754
C 1.65032 2.60002 -0.51724
H -0.93679 2.74688 -2.03980
H -0.91516 4.17372 -0.97943
H -2.12976 2.90284 -0.75774
C -1.08041 3.08498 -1.00584
H 1.69292 2.11695 -1.50651
H 1.77763 3.68793 -0.62724
H 0.21011 4.48599 1.12347
H 0.60357 3.26992 2.40062
H 2.42260 2.18228 0.14752
H -1.09736 3.58017 1.95145
C -0.75937 0.78378 2.72912
O -1.30218 1.05280 3.71865
F 2.35514 0.92422 3.66536
Te 2.28499 -0.96413 3.07094
F 3.33201 -1.27912 4.60991
F 0.73791 -1.39894 4.21262
F 3.99166 -0.86913 2.09079
F 2.38973 -2.91810 2.80916
O -0.01708 -1.39835 0.43798

The calculation puts the HOMO-LUMO gap (alpha / beta) at 5.7 / 5.8 eV. The value obtained for the energy above the lowest of the compared OMol25 structures with the same formula, charge and spin is 170.37 kJ/mol. As for the net charge: +3. As for the HOMO energy (alpha / beta): -18.4 / -20.6 eV. The spin multiplicity is 6. As for the expectation value of S²: 8.78.

Record 3
C37H53IrN3O3SSi3 | ωB97M-V/def2-TZVPD

Cartesian coordinates (Å):
Ir 0.64861 0.80416 0.55941
N 3.16018 3.32772 4.48486
C 2.58465 2.80017 3.31136
S 3.45135 3.14059 1.87939
N 1.48356 2.15151 3.54119
N 0.58026 1.62754 2.70761
C -0.45251 1.12227 3.34122
C -1.70059 0.70971 2.81328
C -2.64768 0.16986 3.70981
C -3.91950 -0.18039 3.32267
C -4.31160 0.00716 1.99780
C -3.41603 0.53686 1.08950
C -2.10328 0.88283 1.44560
O -1.30897 1.39001 0.54911
H 4.15871 3.42492 4.38727
H 2.88865 2.81399 5.31442
H -0.34301 1.07755 4.42496
H -2.34151 0.03777 4.74288
H -4.61428 -0.59084 4.04628
H -5.30940 -0.26667 1.67682
H -3.71654 0.68335 0.05953
C 0.32026 4.30234 1.11585
O 0.63219 3.25768 0.22841
Si 0.92071 3.36713 -1.38124
C -0.48996 4.44981 -2.10065
C 2.48414 4.42583 -1.63768
C 0.95561 1.58623 -1.90821
Si 2.60412 0.78844 -2.26084
C 2.60071 -1.10207 -2.03024
C 4.12770 1.50075 -1.39044
C 3.07190 0.99351 -4.12549
Si -0.49127 0.96278 -2.90094
C -0.51314 -0.92260 -3.16177
C -0.47065 1.62454 -4.71499
C -2.21075 1.45905 -2.25927
H -0.26866 5.07952 0.61611
H 1.23721 4.74569 1.51542
H -0.26268 3.89799 1.94351
H -0.27317 5.51789 -2.02914
H -1.41213 4.25888 -1.54862
H -0.67974 4.21996 -3.14907
H 2.27450 5.49566 -1.56710
H 2.95519 4.24220 -2.60482
H 3.20747 4.18325 -0.85939
H 1.97143 -1.36107 -1.18013
H 3.60659 -1.47662 -1.83295
H 2.21393 -1.62166 -2.90700
H 3.90224 1.67755 -0.33933
H 4.44465 2.44393 -1.83784
H 4.97297 0.80979 -1.44050
H 2.49017 0.32576 -4.76378
H 4.12843 0.76756 -4.28939
H 2.89343 2.01357 -4.47075
H 0.26681 -1.22806 -3.85980
H -1.46773 -1.25464 -3.57336
H -0.35688 -1.44883 -2.21996
H 0.36697 1.20527 -5.27433
H -0.37447 2.71059 -4.75307
H -1.38909 1.35528 -5.24341
H -2.15673 1.57405 -1.17747
H -2.96961 0.70567 -2.48273
H -2.54650 2.40911 -2.67745
C 2.63325 -0.86171 2.78214
C 3.20807 -0.72775 1.35800
C 4.70051 -0.36393 1.45389
C 3.08640 -2.12033 0.69987
O 2.58713 0.25183 0.60118
H 3.11774 -1.68398 3.31564
H 1.56105 -1.05996 2.71662
H 2.78362 0.05711 3.34755
H 5.23165 -1.05464 2.11564
H 4.79314 0.65323 1.83234
H 5.14658 -0.39645 0.45838
H 3.57000 -2.87476 1.32660
H 3.55988 -2.11856 -0.28141
H 2.03094 -2.36980 0.57782
C -0.11245 -0.98160 0.27170
C -0.95883 -1.87699 0.26975
C -1.95422 -2.84490 0.28340
C -2.14049 -3.62588 1.49379
C -1.07092 -3.85677 2.37631
C -1.24283 -4.60203 3.52662
C -2.49032 -5.11546 3.86133
C -3.57248 -4.84520 3.03384
C -3.40457 -4.11635 1.87240
C -2.83841 -2.97275 -0.86366
C -3.04479 -1.88535 -1.72959
C -3.90549 -1.98566 -2.80448
C -4.57852 -3.17296 -3.07130
C -4.34977 -4.27225 -2.25366
C -3.49066 -4.18038 -1.17478
H -0.10052 -3.44228 2.13530
H -0.39629 -4.78893 4.17659
H -2.62180 -5.69940 4.76443
H -4.56012 -5.20308 3.30377
H -4.26403 -3.87493 1.26249
H -2.52594 -0.95927 -1.51888
H -4.06324 -1.12849 -3.44866
H -5.26498 -3.24265 -3.90614
H -4.85608 -5.20908 -2.45909
H -3.28944 -5.05937 -0.57685

The calculation puts the HOMO-LUMO gap (alpha / beta) at 5.8 / 5.7 eV. The value obtained for the energy above the lowest of the compared OMol25 structures with the same formula, charge and spin is 300.47 kJ/mol. As for the net charge: -2. As for the HOMO energy (alpha / beta): -1.4 / -1.8 eV. The spin multiplicity is 2. As for the expectation value of S²: 0.79.